*one*
A 2-piece molecular cluster, C4H13N2O2 overall. Source: the OMol25 dataset; level of theory: ωB97M-V/def2-TZVPD.

Structure (ORCA input):
```
! RIJCOSX wB97M-V def2-TZVPD def2/J DEFGRID3
* xyz -1 1
H -0.80 -3.60 -2.40
H -1.16 -0.38 1.69
H 1.37 -1.95 -1.98
C -0.68 0.48 1.19
H 0.08 2.03 -0.97
H -0.01 3.76 2.51
N 0.46 1.09 -0.94
O 0.39 0.95 1.88
H -0.53 -3.61 -0.83
H 1.25 1.23 -0.35
C -0.44 0.15 -0.32
H -1.43 0.29 -0.75
H 0.94 -1.34 0.29
H -0.62 -1.85 0.22
C 0.08 -1.28 -0.39
O 0.21 3.45 1.64
C 0.31 -1.96 -1.74
N -0.13 -3.38 -1.68
H 0.43 2.43 1.65
H -1.44 1.28 1.17
H -0.23 -1.53 -2.57
*
```

For the LUMO energy, the calculation gives 3.90 eV. The value obtained for the HOMO energy is -3.3 eV. For the HOMO-LUMO gap, the calculation gives 7.16 eV.



*two*
A 2-piece molecular cluster, C4H13N2O2 overall. Source: the OMol25 dataset; level of theory: ωB97M-V/def2-TZVPD.

Structure (ORCA input):
```
! RIJCOSX wB97M-V def2-TZVPD def2/J DEFGRID3
* xyz -1 1
N 0.25 -1.37 0.54
H -1.41 -0.90 -1.99
H 0.06 -3.07 -0.67
H -1.83 1.08 2.03
H -1.53 -2.41 -0.19
C -0.55 -0.75 1.59
H -1.26 -1.42 2.05
O 1.09 1.48 0.41
H 0.47 1.76 2.16
C 0.12 1.76 1.17
H 0.86 -0.56 0.12
C -1.13 0.68 1.16
H 2.06 1.38 -1.77
H -0.40 2.82 1.13
N -0.55 -1.43 -1.89
H 0.74 1.72 -1.03
H 0.03 -0.59 2.46
C -0.47 -2.04 -0.64
H -1.69 0.46 0.24
H 0.32 -0.90 -2.10
O 1.14 1.29 -2.00
*
```

For the LUMO energy, the calculation gives 4.20 eV. The value obtained for the HOMO energy is -3.7 eV. For the HOMO-LUMO gap, the calculation gives 7.87 eV.



*three*
A 2-piece molecular cluster, C4H13N2O2 overall. Source: the OMol25 dataset; level of theory: ωB97M-V/def2-TZVPD.

Structure (ORCA input):
```
! RIJCOSX wB97M-V def2-TZVPD def2/J DEFGRID3
* xyz -1 1
H 1.23 1.78 -0.38
H -0.99 -3.66 -1.89
H 0.49 2.80 1.93
C -0.30 0.25 -0.43
C 0.39 -1.10 -0.10
N 0.73 1.15 -1.01
C -0.70 1.12 0.86
H -1.18 0.34 -1.07
H -1.52 -2.73 -0.55
H 1.27 -2.37 -1.49
H -0.07 -1.69 0.75
H -0.04 -1.42 -2.21
O 0.45 1.44 1.56
O 0.35 3.72 2.50
H 1.49 0.60 -1.41
C 0.26 -2.04 -1.36
H -1.09 2.08 0.41
H -0.04 3.22 3.22
N -0.73 -3.05 -1.13
H 1.36 -0.95 0.31
H -1.36 0.55 1.50
*
```

For the LUMO energy, the calculation gives 3.62 eV. The value obtained for the HOMO energy is -3.5 eV. For the HOMO-LUMO gap, the calculation gives 7.12 eV.



Which one sits at the bottom of the stability order? *two* does.



*one*
A 2-piece molecular cluster, C4H13N2O2 overall. Source: the OMol25 dataset; level of theory: ωB97M-V/def2-TZVPD.

Structure (ORCA input):
```
! RIJCOSX wB97M-V def2-TZVPD def2/J DEFGRID3
* xyz -1 1
H -2.23 -0.31 -2.12
H 2.47 -1.00 0.14
C 1.41 -0.75 0.00
H -1.87 0.88 -3.06
H 0.56 -2.61 0.15
O -2.64 0.30 -2.93
H 1.31 0.03 -0.76
N 0.74 -1.91 -0.58
H -1.30 0.22 1.61
O -1.68 -0.41 -0.78
H 1.55 1.35 2.48
C 0.79 -0.20 1.29
H 2.54 0.87 1.23
H 0.53 -1.06 1.92
H -0.35 1.00 -1.23
C -0.48 0.65 1.03
H -0.18 -1.63 -0.92
C -1.06 0.75 -0.40
H -0.22 1.67 1.34
H -1.76 1.62 -0.34
N 1.88 0.58 1.92
*
```

For the LUMO energy, the calculation gives 4.00 eV. The value obtained for the HOMO energy is -3.6 eV. For the HOMO-LUMO gap, the calculation gives 7.56 eV.



*two*
A 2-piece molecular cluster, C4H13N2O2 overall. Source: the OMol25 dataset; level of theory: ωB97M-V/def2-TZVPD.

Structure (ORCA input):
```
! RIJCOSX wB97M-V def2-TZVPD def2/J DEFGRID3
* xyz -1 1
C -1.04 -0.10 0.15
H 1.56 1.81 -0.68
H -1.64 0.14 -0.74
H 0.32 -0.97 1.87
C -0.52 -1.52 0.12
H -2.48 3.19 -0.95
H -0.40 1.74 0.61
N 0.29 -1.83 1.33
C 1.67 -2.14 1.00
O -0.12 1.80 -1.88
H -0.90 2.72 -1.26
H -1.73 0.00 1.00
O -1.59 3.46 -0.73
H 1.72 -3.09 0.47
C 0.69 1.18 -0.97
H -1.36 -2.22 0.09
H 2.13 -1.33 0.43
H 1.06 0.23 -1.36
H 2.24 -2.24 1.93
N 0.03 0.86 0.32
H 0.07 -1.69 -0.77
*
```

For the LUMO energy, the calculation gives 3.87 eV. The value obtained for the HOMO energy is -3.9 eV. For the HOMO-LUMO gap, the calculation gives 7.73 eV.



Which one sits at the bottom of the stability order? *one* does.



*one*
The molecule C2H5N3OS2. Source: the OMol25 dataset; level of theory: ωB97M-V/def2-TZVPD.

Structure (ORCA input):
```
! RIJCOSX wB97M-V def2-TZVPD def2/J DEFGRID3
* xyz 0 1
O 1.05 1.26 -0.61
N -1.66 -1.02 -0.39
H -2.97 -0.03 1.27
S -3.02 -0.09 -0.06
H 3.02 1.23 -0.12
N -0.18 0.80 -0.10
H -0.86 1.36 -0.62
C -0.34 -0.59 -0.25
N 0.56 -1.48 -0.21
H 1.85 0.95 1.26
S 2.21 -1.05 -0.10
C 2.08 0.72 0.21
H -1.73 -2.05 -0.30
*
```

For the LUMO energy, the calculation gives 0.65 eV. The value obtained for the HOMO energy is -8.0 eV. For the HOMO-LUMO gap, the calculation gives 8.68 eV. Its SMILES is SNC1=NSCON1.



*two*
The molecule C2H5N3OS2. Source: the OMol25 dataset; level of theory: ωB97M-V/def2-TZVPD.

Structure (ORCA input):
```
! RIJCOSX wB97M-V def2-TZVPD def2/J DEFGRID3
* xyz 0 1
S -2.32 0.53 -0.30
O 2.87 0.41 -0.34
S -0.77 -2.03 -0.87
C 0.39 0.35 -0.44
H 1.96 2.06 -0.11
H -2.87 -1.71 0.95
N -0.68 1.35 -0.23
H -1.23 -0.88 1.53
N 1.69 0.95 0.04
C -1.81 -1.14 0.55
N 0.47 -0.89 -0.72
H 2.80 -0.43 -0.96
H -0.50 1.42 0.90
*
```

For the LUMO energy, the calculation gives 0.31 eV. The value obtained for the HOMO energy is -8.3 eV. For the HOMO-LUMO gap, the calculation gives 8.58 eV. Its SMILES is ONC1=NSCSN1.



Which one sits at the bottom of the stability order? *two* does.



*one*
A 2-piece molecular cluster, C2H6NP overall. Source: the OMol25 dataset; level of theory: ωB97M-V/def2-TZVPD.

Structure (ORCA input):
```
! RIJCOSX wB97M-V def2-TZVPD def2/J DEFGRID3
* xyz 0 1
H 0.59 -1.11 1.41
C -1.41 0.11 -0.85
H 2.76 1.08 -0.29
H -1.53 -0.80 -1.38
H -1.71 0.08 0.14
P 2.49 -0.11 0.32
C 0.84 0.00 -0.13
H 2.33 0.53 1.55
N -0.03 0.47 -0.82
H -1.82 0.89 -1.36
*
```

For the LUMO energy, the calculation gives 0.74 eV. The value obtained for the HOMO energy is -8.3 eV. For the HOMO-LUMO gap, the calculation gives 8.99 eV.



*two*
A 2-piece molecular cluster, C2H6NP overall. Source: the OMol25 dataset; level of theory: ωB97M-V/def2-TZVPD.

Structure (ORCA input):
```
! RIJCOSX wB97M-V def2-TZVPD def2/J DEFGRID3
* xyz 0 1
H 1.15 -0.70 -0.43
H 1.85 -1.49 1.04
H -0.12 2.00 -0.24
H -3.66 0.10 -0.84
H 1.54 0.29 0.79
C 1.89 -0.66 0.36
N -1.77 0.56 -0.25
C -0.78 1.16 -0.39
P -2.86 -0.55 0.07
H 2.77 -0.71 -0.12
*
```

For the LUMO energy, the calculation gives 0.74 eV. The value obtained for the HOMO energy is -7.4 eV. For the HOMO-LUMO gap, the calculation gives 8.15 eV.



Which one sits at the bottom of the stability order? *one* does.



*one*
The molecule C5H8O2S. Source: the OMol25 dataset; level of theory: ωB97M-V/def2-TZVPD.

Structure (ORCA input):
```
! RIJCOSX wB97M-V def2-TZVPD def2/J DEFGRID3
* xyz 0 1
H 0.69 -0.94 -1.72
H 0.58 -1.22 1.44
C -1.63 -0.39 -0.17
C 0.33 -1.48 0.34
H 2.12 0.56 0.33
H 0.34 0.71 1.46
O -1.12 -1.58 0.22
C -0.46 0.52 -0.63
H -1.00 2.07 0.88
C 0.85 -0.46 -0.72
H -0.73 0.93 -1.58
S -3.17 0.00 -0.35
H 0.77 -2.40 0.08
C -0.18 1.46 0.65
H 0.58 2.13 0.36
O 2.05 0.09 -0.60
*
```

For the LUMO energy, the calculation gives 0.41 eV. The value obtained for the HOMO energy is -8.7 eV. For the HOMO-LUMO gap, the calculation gives 9.08 eV. Its SMILES is C[C@@H]1C(=S)OC[C@@H]1O.



*two*
The molecule C5H8O2S. Source: the OMol25 dataset; level of theory: ωB97M-V/def2-TZVPD.

Structure (ORCA input):
```
! RIJCOSX wB97M-V def2-TZVPD def2/J DEFGRID3
* xyz 0 1
H -2.81 -0.20 0.47
C -0.97 0.65 1.63
C 0.49 -0.39 0.25
S -1.36 -0.83 2.41
H -1.37 1.58 2.04
C 1.51 0.48 -0.45
C -1.80 -0.36 0.75
H 1.79 1.17 0.35
H 1.10 -0.85 1.02
H -1.03 -0.53 -1.36
H 0.95 1.17 -1.14
O -0.30 -1.75 2.75
H 2.27 -0.19 -1.01
O -2.46 -0.87 3.36
H -0.60 -1.99 -0.25
C -0.81 -0.97 -0.29
*
```

For the LUMO energy (alpha / beta), the calculation gives -0.45 / -0.45 eV. The value obtained for the HOMO energy (alpha / beta) is -8.9 / -8.9 eV. For the HOMO-LUMO gap (alpha / beta), the calculation gives 8.50 / 8.49 eV.



*three*
The molecule C5H8O2S. Source: the OMol25 dataset; level of theory: ωB97M-V/def2-TZVPD.

Structure (ORCA input):
```
! RIJCOSX wB97M-V def2-TZVPD def2/J DEFGRID3
* xyz 0 1
H 0.42 2.23 -0.72
H 1.69 1.36 0.35
S -1.68 0.53 0.00
H 0.95 0.20 -2.38
C 0.37 -0.89 -0.55
C 0.24 -0.71 0.98
C -1.29 -0.74 1.27
C 1.29 1.46 -0.68
O -2.94 0.15 -0.60
O 0.18 -2.01 -1.03
H 2.18 1.86 -1.39
H -1.63 -0.53 2.21
C 0.68 0.25 -1.35
H 0.56 0.23 1.38
H -1.70 -1.78 0.87
H 0.68 -1.60 1.64
*
```

For the LUMO energy (alpha / beta), the calculation gives -1.10 / -0.90 eV. The value obtained for the HOMO energy (alpha / beta) is -8.7 / -8.9 eV. For the HOMO-LUMO gap (alpha / beta), the calculation gives 7.58 / 8.04 eV.



*four*
The molecule C5H8O2S. Source: the OMol25 dataset; level of theory: ωB97M-V/def2-TZVPD.

Structure (ORCA input):
```
! RIJCOSX wB97M-V def2-TZVPD def2/J DEFGRID3
* xyz 0 1
H -2.72 -1.26 -0.43
H 1.59 -1.47 1.16
H 1.97 -0.04 -0.96
C -0.68 -0.26 -0.77
H 2.10 1.09 0.46
H -1.43 1.69 0.18
C 1.00 -0.55 1.02
O -1.12 -1.77 1.18
C 1.49 0.38 -0.13
C -0.38 -1.00 0.57
H 0.19 1.74 -1.40
H -0.27 -0.90 -1.60
C 0.17 1.00 -0.58
H 1.06 -0.18 2.04
S -2.43 -0.20 -1.20
O -0.54 1.72 0.47
*
```

For the LUMO energy, the calculation gives 0.65 eV. The value obtained for the HOMO energy is -9.5 eV. For the HOMO-LUMO gap, the calculation gives 10.10 eV. Its SMILES is O=C1CC[C@H](O)[C@@H]1S.



Which one sits at the bottom of the stability order? *two* does.



*one*
C5H8O2S as an isolated structure. Source: the OMol25 dataset; level of theory: ωB97M-V/def2-TZVPD.

Structure (ORCA input):
```
! RIJCOSX wB97M-V def2-TZVPD def2/J DEFGRID3
* xyz 0 1
H 0.26 -2.05 -1.37
C 0.89 -0.63 0.64
H -3.44 0.92 0.67
C -0.39 -0.32 -0.15
O 0.21 1.96 -0.69
H 2.97 -1.06 1.02
H 1.34 1.41 -0.42
H -0.99 0.90 -1.83
H 2.91 -0.28 -0.72
H -0.91 0.91 1.29
S -0.95 -1.85 -0.65
C 2.21 -0.50 0.34
C -0.66 0.96 -0.85
C -1.37 0.50 0.40
O -2.70 0.03 0.60
H 0.62 -0.91 1.71
*
```

For the LUMO energy, the calculation gives 0.48 eV. The value obtained for the HOMO energy is -8.7 eV. For the HOMO-LUMO gap, the calculation gives 9.15 eV.



*two*
A 2-piece molecular cluster, C5H8O2S overall. Source: the OMol25 dataset; level of theory: ωB97M-V/def2-TZVPD.

Structure (ORCA input):
```
! RIJCOSX wB97M-V def2-TZVPD def2/J DEFGRID3
* xyz 0 1
C 2.63 -1.08 0.42
H -0.98 1.58 -0.89
S 2.93 0.41 -0.39
H 2.78 -0.98 1.46
H 3.34 -2.35 -1.32
O 2.81 0.57 -1.82
C -0.44 0.89 2.75
C -0.55 1.23 1.34
O 2.74 1.52 0.54
H 3.89 -2.83 0.09
H 2.07 -3.00 -0.46
H -0.45 1.87 3.37
C 2.98 -2.35 -0.28
H -1.31 0.33 3.05
H 0.35 0.13 2.88
C -0.80 1.38 0.17
*
```

For the LUMO energy (alpha / beta), the calculation gives -0.81 / -0.81 eV. The value obtained for the HOMO energy (alpha / beta) is -9.4 / -9.4 eV. For the HOMO-LUMO gap (alpha / beta), the calculation gives 8.57 / 8.57 eV. Its SMILES is CC=S(=O)=O.C#CC.



*three*
The molecule C5H8O2S. Source: the OMol25 dataset; level of theory: ωB97M-V/def2-TZVPD.

Structure (ORCA input):
```
! RIJCOSX wB97M-V def2-TZVPD def2/J DEFGRID3
* xyz 0 1
H 2.22 0.21 -0.61
C -0.43 0.60 -1.28
H 0.49 -1.34 -1.23
H 2.05 -1.10 0.48
O -0.65 1.70 -0.39
C 0.23 -0.55 -0.49
O -1.07 -2.29 0.50
C -1.12 -0.20 1.61
H -0.64 0.74 1.55
H -0.26 2.46 -0.89
H 1.48 0.50 1.03
C -0.69 -1.12 0.56
C 1.58 -0.18 0.16
H -1.39 0.37 -1.78
H 0.34 0.79 -2.03
S -2.15 -0.59 2.83
*
```

For the LUMO energy, the calculation gives -1.38 eV. The value obtained for the HOMO energy is -9.0 eV. For the HOMO-LUMO gap, the calculation gives 7.58 eV. Its SMILES is C[C@H](CO)C(=O)C=S.



*four*
C5H8O2S as an isolated structure. Source: the OMol25 dataset; level of theory: ωB97M-V/def2-TZVPD.

Structure (ORCA input):
```
! RIJCOSX wB97M-V def2-TZVPD def2/J DEFGRID3
* xyz 0 1
H -1.52 -1.17 1.93
C 1.45 0.07 0.99
H 1.85 -2.34 -0.03
O 1.93 -0.27 -0.30
S -2.25 1.14 -1.36
H 1.93 -1.26 -2.07
C -0.96 0.55 -0.61
H -0.01 -2.06 2.47
H 3.81 -1.86 -0.87
H 2.18 -0.40 1.67
C 0.12 -0.33 1.21
H 1.37 1.12 1.03
C -0.51 -1.23 1.89
O -0.57 0.87 0.67
C 2.46 -1.54 -0.86
H 0.02 -0.17 -0.96
*
```

For the LUMO energy, the calculation gives 0.47 eV. The value obtained for the HOMO energy is -8.8 eV. For the HOMO-LUMO gap, the calculation gives 9.30 eV.



Which one sits at the bottom of the stability order? *four* does.